(P)
This record from OMol25 describes a gas-phase ion, C5H12NO (charge +1). The level of theory is the ωB97M-V functional and the def2-TZVPD basis.

The geometry in XYZ format:
```
19
Properties=species:S:1:pos:R:3:nbo_charge:R:1
C 2.22785 -0.91394 -1.75955 -0.33
H 0.09530 -1.25445 1.71503 0.21
C -0.09277 -0.66732 -0.84353 -0.46
H -1.03343 -0.68177 -1.40067 0.22
H -0.73844 0.43191 3.42156 0.49
H -0.04071 -1.66824 -0.42654 0.24
H 2.46886 -1.60844 -0.96168 0.20
N -1.30268 1.32393 0.09428 -0.67
C -0.50211 -0.37149 1.63735 -0.08
C 1.03373 -0.34545 -1.78555 -0.22
H -2.19616 0.85380 -0.04934 0.44
H -1.36810 1.97135 0.88743 0.46
H 0.79303 0.39516 -2.54467 0.20
C -0.19971 0.34333 0.33143 -0.07
H -1.15198 1.90408 -0.73634 0.45
H -1.57861 -0.53441 1.73529 0.17
H 3.01072 -0.63531 -2.44625 0.23
O -0.15665 0.56953 2.66901 -0.73
H 0.73184 0.88770 0.46274 0.25
```

Results
- E_HOMO (eV) = -13.6
- orbital gap (eV) = 10.0
- charge = +1
- structure (SMILES) = C=CC[C@@H]([NH3+])CO

---

(Q)
This record from OMol25 describes 2 unconnected molecules or ions with the total composition C5H12NO. The level of theory is the ωB97M-V functional and the def2-TZVPD basis.

The geometry in XYZ format:
```
19
Properties=species:S:1:pos:R:3:nbo_charge:R:1
N -0.09577 1.43870 0.42582 -0.72
C -0.65926 -2.87816 0.78054 -0.73
H -0.18638 0.51293 -2.87461 0.26
H -1.58421 -2.30971 0.73947 0.23
C 0.46677 -2.10652 1.38057 0.50
H 0.64852 3.59448 -0.84612 0.22
H 0.48171 2.96400 -2.56589 0.24
H 0.25032 -0.49424 -1.52171 0.23
H -0.80526 -3.81730 1.31161 0.27
H -1.41042 0.11503 -1.64560 0.24
O 0.39170 -0.93031 1.67651 -0.62
H -0.34406 -3.12166 -0.24107 0.25
C -0.35938 0.36359 -1.81089 -0.67
H 0.57640 2.05241 0.88492 0.44
C 0.01411 1.59154 -1.06250 0.14
H -1.03529 1.71723 0.72594 0.44
H 1.40589 -2.64165 1.56964 0.15
C 0.39966 2.77268 -1.50642 -0.35
H 0.04877 0.45062 0.74203 0.47
```

Results
- E_HOMO (eV) = -14.3
- orbital gap (eV) = 11.3
- charge = +1

---

List of relative energies, unit eV: (P) 0.430; (Q) 0.000

---

(P)
This record from OMol25 describes 2 unconnected molecules or ions with the total composition C4H16N2O2. The level of theory is the ωB97M-V functional and the def2-TZVPD basis.

The geometry in XYZ format:
```
24
Properties=species:S:1:pos:R:3:nbo_charge:R:1
H 2.06618 1.07123 2.42992 0.46
H 0.58775 -3.27860 -1.48711 0.51
N 1.93218 0.50526 1.59799 -0.66
H -0.42258 -1.09946 1.67364 0.20
H -0.39291 0.12323 2.81933 0.21
C -0.58308 0.92470 -1.32847 -0.22
H -0.22849 1.10355 -2.33631 0.25
H 2.63485 0.79047 0.91005 0.46
H -1.02930 1.84801 -0.96335 0.24
N -1.64303 -0.11357 -1.38430 -0.69
H 0.75806 -0.59479 -0.76252 0.27
H 0.34238 1.79196 1.11997 0.24
C 0.60872 0.45472 -0.49441 -0.49
H 0.82381 -2.44030 -2.71753 0.50
H 2.08444 -0.45215 1.87163 0.45
C -0.49828 -0.02158 1.74064 -0.10
H 1.49374 0.87670 -0.97313 0.25
C 0.58555 0.74659 0.99938 -0.07
H -2.22366 0.90879 1.94919 0.53
H -2.07084 -0.20421 -0.46642 0.46
H -2.34039 0.06393 -2.11800 0.46
H -1.16961 -0.99805 -1.52615 0.46
O -1.76178 0.38953 1.28126 -0.75
O 0.44632 -2.39594 -1.83532 -0.99
```

Results
- E_HOMO (eV) = -19.0
- orbital gap (eV) = 12.4
- charge = +2

---

(Q)
This record from OMol25 describes 3 unconnected molecules or ions with the total composition C4H16N2O2. The level of theory is the ωB97M-V functional and the def2-TZVPD basis.

The geometry in XYZ format:
```
24
Properties=species:S:1:pos:R:3:nbo_charge:R:1
H 0.06697 -2.92338 0.09593 0.47
N 1.57991 2.13330 0.40646 -0.71
N -0.60373 -2.18257 -0.11641 -0.68
H 1.62985 0.53769 2.69913 0.26
O -2.48378 -4.30629 -0.41354 -0.98
C 0.25711 -1.11423 -0.81884 -0.23
H 0.95719 2.94901 0.24998 0.49
C -0.10813 0.35924 -0.39611 -0.47
C 0.95729 0.81359 0.60270 0.12
H -0.64048 4.60602 -0.14776 0.50
O 0.09498 4.28897 -0.67955 -0.98
H -1.10561 0.49817 -0.03173 0.25
H -1.27471 -2.53390 -0.80607 0.48
H -1.09063 -1.72005 0.64691 0.45
H -0.05195 1.01797 -1.26476 0.26
H 1.33249 -1.21039 -0.72851 0.25
H -0.01772 -1.24741 -1.88226 0.25
C 1.17433 0.22130 1.76200 -0.36
H 1.01482 -0.84605 1.90437 0.22
H 0.20939 5.09344 -1.19808 0.52
H -3.28045 -4.19030 -0.93708 0.49
H 2.07767 2.22400 -0.49499 0.45
H -2.91116 -4.72375 0.35279 0.50
H 2.21634 2.25559 1.19543 0.46
```

Results
- E_HOMO (eV) = -18.1
- orbital gap (eV) = 11.4
- charge = +2

---

List of relative energies, unit eV: (P) 0.000; (Q) 1.193

---

(P)
This record from OMol25 describes C5H9NOS in the gas phase. The level of theory is the ωB97M-V functional and the def2-TZVPD basis.

The geometry in XYZ format:
```
17
Properties=species:S:1:pos:R:3:nbo_charge:R:1
C 0.95518 -0.44039 -1.88261 0.55
H 0.14744 -0.02198 -2.49514 0.13
H -1.62920 -1.59272 0.05729 0.21
C 1.65408 -0.82917 0.33806 -0.07
H -1.30206 2.08099 0.79438 0.22
H 2.49310 -1.22148 -0.23518 0.23
H -1.11013 -0.95853 1.61713 0.23
C -0.35018 1.58364 0.67940 -0.63
H 0.06487 1.38944 1.66079 0.23
O 1.94301 -0.92816 -2.37311 -0.55
C -1.49410 -0.68981 0.63418 -0.62
H 0.32001 2.24661 0.12557 0.21
C -0.56484 0.29211 -0.08936 -0.03
H -2.47572 -0.21254 0.76518 0.22
N 0.70252 -0.34550 -0.51277 -0.47
S 1.67679 -0.88024 1.96492 -0.06
H -1.03077 0.52775 -1.04873 0.19
```

Results
- E_HOMO (eV) = -8.7
- orbital gap (eV) = 8.5
- charge = 0
- structure (SMILES) = CC(C)N(C=O)C=S

---

(Q)
This record from OMol25 describes C5H9NOS in the gas phase. The level of theory is the ωB97M-V functional and the def2-TZVPD basis.

The geometry in XYZ format:
```
17
Properties=species:S:1:pos:R:3:nbo_charge:R:1
C -1.67007 -1.31949 0.50270 -0.65
H 0.31058 2.28847 -0.46313 0.21
C 1.81291 0.06503 0.05575 -0.09
H -2.29302 -0.43333 0.40761 0.22
H -1.33997 1.63998 -0.47214 0.22
H -1.95127 -1.91201 1.40097 0.24
H 2.29273 1.03229 0.02669 0.20
C 0.30485 0.12178 -0.40235 -0.22
H -1.82712 -1.93905 -0.36635 0.23
N 0.43971 -1.12287 1.57812 -0.08
O 1.66276 -0.45171 1.40898 -0.40
H 0.97024 0.47202 -2.64351 0.13
C -0.26366 -0.85508 0.59052 0.20
S -0.03479 -0.29648 -2.13087 0.00
H -0.41972 1.79123 1.03549 0.22
C -0.34296 1.56042 -0.01747 -0.61
H 2.34881 -0.64119 -0.51101 0.19
```

Results
- E_HOMO (eV) = -9.4
- orbital gap (eV) = 10.0
- charge = 0
- structure (SMILES) = CC1=NOC[C@@]1(C)S

---

(R)
This record from OMol25 describes a molecular structure, C5H9NOS. The level of theory is the ωB97M-V functional and the def2-TZVPD basis.

The geometry in XYZ format:
```
17
Properties=species:S:1:pos:R:3:nbo_charge:R:1
N 2.24477 1.49677 0.00070 -0.08
H -1.98889 1.76803 -0.93853 0.24
O 0.96573 1.29242 0.60726 -0.39
C 0.38698 -0.07059 0.33984 0.18
H -1.09252 -0.42665 1.94684 0.24
H -0.05044 -1.89481 1.13097 0.23
C -0.62418 -0.19697 -0.79278 -0.50
S 1.82120 -1.11865 -0.40561 0.17
H -3.03270 0.02150 -1.47023 0.24
H -0.73220 -1.44244 -0.90497 0.22
H 0.55491 -0.52030 2.42059 0.24
H -2.43458 0.51194 0.58899 0.20
C -0.13268 -0.72402 1.52389 -0.67
C 2.83233 0.38579 -0.39223 -0.13
H 3.60266 0.47056 -1.06939 0.22
C -2.03923 0.51275 -0.69408 -0.65
H -0.28115 -0.06532 -1.89128 0.24
```

Results
- E_HOMO (eV) = -8.9
- orbital gap (eV) = 9.4
- charge = 0

---

List of relative energies, unit eV: (P) 0.000; (Q) 1.906; (R) 5.515